{"formula": "C4H4BrN3S", "method": "ωB97M-V/def2-TZVPD", "fmax_ev_per_a": 3.08, "orbital_gap_ev": 8.2, "smiles": "Br[C@H]1Nn2ccnc2S1", "energy_ev": -89558.36990, "homo_energy_ev": -8.670, "elements": ["Br", "C", "N", "N", "C", "C", "N", "C", "S", "H", "H", "H", "H"], "xyz": [[-2.647339, -1.597940, 1.241446], [-0.493355, -1.943898, 0.159796], [-0.467793, -0.911601, -0.780867], [0.175491, 0.212675, -0.335387], [0.258547, 1.495270, -0.757617], [1.125895, 2.036890, 0.206161], [1.410715, 1.131640, 1.192461], [0.912968, 0.004860, 0.736887], [0.837001, -1.659620, 1.289007], [-1.004930, -2.845898, -0.062553], [-1.233123, -0.606281, -1.359882], [-0.387879, 1.669970, -1.574706], [1.513801, 3.013932, 0.045255]], "forces_ev_per_a": [[0.4796, 0.0438, -0.0497], [-0.5251, 3.0348, 0.0582], [-0.1081, -0.6008, -0.4838], [-0.0620, -1.9438, 0.1530], [0.7540, -0.8192, 1.2453], [-1.5643, -0.2688, -1.3357], [1.4279, 0.0623, -0.6832], [-0.0270, 0.5876, 1.6132], [-0.6239, -0.2340, -0.2997], [0.5482, -0.7925, -0.3999], [-0.6099, -0.9862, 0.0725], [0.0057, 1.3064, -0.7835], [0.3050, 0.6103, 0.8935]], "nbo_charge": [-0.493, -0.071, -0.387, -0.164, -0.140, -0.053, -0.439, 0.151, 0.447, 0.284, 0.423, 0.225, 0.217]}



{"formula": "C4H4BrN3S", "method": "ωB97M-V/def2-TZVPD", "fmax_ev_per_a": 4.21, "total_charge": 2, "orbital_gap_ev": 7.7, "energy_ev": -89538.67575, "homo_energy_ev": -18.666, "elements": ["C", "C", "C", "C", "N", "N", "N", "S", "Br", "H", "H", "H", "H"], "xyz": [[1.081308, -1.748684, 0.673285], [-0.151521, -0.354289, -0.488052], [1.124674, -0.349679, -1.051963], [-1.655173, 2.864467, 0.839203], [-0.080520, -1.199433, 0.624100], [1.840700, -1.257070, -0.388753], [-1.436361, 2.116229, 0.000422], [-1.525742, 0.528823, -1.045571], [-3.141879, -0.351494, 0.128362], [1.525844, -2.457474, 1.268345], [-1.749673, 3.491335, 1.728751], [2.765153, -1.631384, -0.476522], [1.403192, 0.348657, -1.811613]], "forces_ev_per_a": [[-1.4501, 2.6227, -2.9626], [-0.1473, -0.7311, 1.2839], [0.3026, 0.0802, -0.8031], [0.5509, -0.3192, 0.1440], [-1.9839, -0.1988, 0.8815], [-0.4183, 0.5070, 0.2585], [-0.6448, 0.7350, 0.6218], [1.2063, -1.6788, 1.3917], [0.6532, 0.2527, -0.6936], [0.3345, -1.5610, 1.7908], [-0.1326, 0.0899, -0.4175], [0.8424, 0.5067, -0.8954], [0.8872, -0.3054, -0.5998]], "nbo_charge": [0.273, -0.245, 0.141, 0.495, -0.396, -0.453, -0.450, 1.016, 0.291, 0.253, 0.330, 0.474, 0.273]}



{"formula": "C4H4BrNO", "method": "ωB97M-V/def2-TZVPD", "fmax_ev_per_a": 2.81, "orbital_gap_ev": 11.0, "smiles": "N#C[C@H](Br)[C@H]1CO1", "energy_ev": -77790.47990, "homo_energy_ev": -10.914, "elements": ["N", "C", "C", "Br", "C", "C", "O", "H", "H", "H", "H"], "xyz": [[-0.581621, -0.881533, -3.814343], [-0.392112, -0.416350, -2.805186], [0.022545, 0.266720, -1.611015], [1.920340, 0.671033, -1.994725], [-0.166755, -0.656245, -0.412792], [0.021089, 0.055293, 0.873738], [-1.281668, -0.399808, 0.362172], [-0.341887, 1.277146, -1.396440], [0.122866, -1.715303, -0.455058], [0.442451, -0.633088, 1.507567], [0.219991, 1.130497, 0.884535]], "forces_ev_per_a": [[-0.7322, -1.4348, -2.3037], [-0.0103, 1.8404, 1.2813], [0.6337, -0.6845, 0.3695], [0.1466, -0.1418, 0.4216], [1.1974, 1.1901, 0.1057], [-1.3345, -0.1914, -2.4030], [0.0888, 0.7575, 0.8066], [-0.6146, -0.6164, -0.3657], [0.0387, 0.5292, -0.4704], [0.7634, -0.7422, 2.3934], [-0.1770, -0.5060, 0.1648]], "nbo_charge": [-0.264, 0.234, -0.350, 0.034, 0.045, -0.123, -0.463, 0.279, 0.210, 0.197, 0.202]}



{"formula": "C4H4BrNO2S", "method": "ωB97M-V/def2-TZVPD", "fmax_ev_per_a": 2.83, "orbital_gap_ev": [4.6, 4.5], "energy_ev": -90666.82674, "homo_energy_ev": [-8.280, -8.163], "elements": ["C", "C", "C", "C", "N", "O", "O", "S", "Br", "H", "H", "H", "H"], "xyz": [[0.186133, 0.854769, 0.341810], [-0.920591, 0.254979, 0.621750], [1.372550, 0.121220, -0.115850], [1.017520, -1.126365, -0.841263], [-2.237362, 0.627828, 0.796053], [-2.816870, 0.510414, 1.851360], [-2.820740, 0.963565, -0.205562], [0.233889, -0.855989, -2.395562], [-0.289832, -2.289513, 0.360024], [0.259683, 1.966740, 0.348599], [1.983699, 0.693241, -0.728577], [2.042709, -0.052483, 0.747776], [1.989210, -1.668409, -0.780557]], "forces_ev_per_a": [[-0.4049, 0.9911, -0.0701], [2.0126, -1.0665, -0.3194], [0.0479, -0.5771, 2.6420], [0.5844, -0.3649, -2.2622], [-2.7860, -0.5112, -0.0114], [0.8049, -0.1959, 1.3611], [0.1059, 0.6750, -1.4170], [0.7107, -0.3567, 1.2902], [-0.1545, 1.8655, 0.6169], [-0.3540, -0.7663, 0.2174], [0.7957, 1.2115, -1.5250], [-0.3667, -0.2908, 0.0029], [-0.9959, -0.6136, -0.5254]], "nbo_charge": [-0.258, 0.299, -0.484, -0.352, 0.405, -0.331, -0.307, -0.140, 0.150, 0.290, 0.260, 0.234, 0.234]}



{"formula": "C4H4BrPS", "method": "ωB97M-V/def2-TZVPD", "fmax_ev_per_a": 4.35, "orbital_gap_ev": 5.9, "energy_ev": -94374.45450, "homo_energy_ev": -7.968, "elements": ["C", "C", "C", "C", "P", "S", "Br", "H", "H", "H", "H"], "xyz": [[-0.342355, -0.976879, -0.013038], [1.016559, -0.986921, 0.122362], [-1.206129, 0.009508, 0.069359], [1.832743, 0.098190, -0.028849], [-2.696509, 0.820130, -0.060695], [1.517019, 1.764219, 0.055068], [3.699777, -0.267392, 0.000974], [-0.701080, -2.018341, -0.244121], [1.540385, -2.028293, 0.218344], [-2.258462, 1.771880, -1.068139], [-2.401952, 1.813899, 0.948740]], "forces_ev_per_a": [[-1.2149, -0.8349, -0.0238], [3.2066, -2.9193, -0.3205], [0.2742, -0.2633, -0.1906], [0.4868, 2.1320, 1.1349], [1.0396, 2.0786, -0.1609], [-1.3415, -1.5847, -0.4160], [0.3770, -0.4729, -0.1180], [-0.4503, 1.1236, 0.4598], [-1.1479, 2.1244, -0.4201], [-0.6472, -0.6924, 0.1250], [-0.5825, -0.6910, -0.0699]], "nbo_charge": [-0.286, -0.429, -0.108, -0.188, 0.434, -0.092, 0.060, 0.308, 0.233, 0.029, 0.039]}



{"formula": "C4H4CaO12", "method": "ωB97M-V/def2-TZVPD", "fmax_ev_per_a": 5.25, "total_charge": -1, "orbital_gap_ev": [8.8, 3.5], "energy_ev": -47227.30303, "homo_energy_ev": [-5.902, -5.529], "multiplicity": 2, "s2": 0.7566, "elements": ["Ca", "O", "C", "O", "O", "H", "O", "C", "O", "O", "H", "O", "C", "O", "O", "H", "O", "C", "O", "O", "H"], "xyz": [[0.211472, 0.325062, -0.134036], [-4.098878, 0.196682, 1.440624], [-2.763408, -0.105618, 1.349334], [-2.212418, 0.118822, 0.272054], [-2.244468, -0.680128, 2.279094], [-4.329278, 0.751662, 0.691954], [2.183292, -0.147518, -3.965326], [1.709642, 0.137672, -2.743066], [2.314602, 0.380132, -1.714976], [0.491532, 0.121022, -2.543336], [1.322532, -0.221168, -4.383976], [0.296782, -3.798498, 0.847574], [0.318502, -2.577758, 0.307584], [1.065152, -1.729248, 0.643064], [-0.540648, -2.359518, -0.551026], [-0.545688, -4.023738, 0.446174], [1.839882, 3.624242, 1.827144], [1.250372, 2.594612, 1.249824], [0.646422, 2.642152, 0.166344], [1.118792, 1.472472, 1.801094], [1.965812, 3.278662, 2.713884]], "forces_ev_per_a": [[0.4558, 0.9403, -0.4292], [0.0854, 0.1520, 0.5123], [-1.6729, -0.5246, 0.2802], [1.4533, 0.9191, -2.2429], [0.6491, -0.6939, 1.5132], [0.0611, 0.0320, -0.2984], [0.3393, 0.2876, 0.1920], [-0.6879, 0.2144, 2.6368], [4.6397, 0.2915, 1.0897], [-4.6941, -0.6697, -2.2437], [-0.1643, -0.2653, -0.9134], [0.0766, 0.0146, 0.0297], [-0.9551, -2.4062, 0.3057], [3.4571, 3.0430, 1.7168], [-2.1127, 0.5831, -2.0034], [-0.5892, -1.4700, 0.2183], [0.3456, 0.5405, 0.2622], [-2.9856, -3.1408, -1.6170], [0.1904, 2.7611, -2.2652], [1.6786, -0.7399, 2.7716], [0.4296, 0.1313, 0.4846]], "nbo_charge": [1.831, -0.720, 0.948, -0.732, -0.592, 0.481, -0.692, 0.945, -0.760, -0.865, 0.489, -0.661, 0.928, -0.626, -0.519, 0.487, -0.681, 0.952, -0.833, -0.869, 0.490]}



{"formula": "C4H4Cl12", "method": "ωB97M-V/def2-TZVPD", "fmax_ev_per_a": 5.38, "orbital_gap_ev": 9.8, "energy_ev": -154477.65371, "homo_energy_ev": -9.834, "elements": ["C", "Cl", "Cl", "Cl", "H", "C", "Cl", "Cl", "Cl", "H", "C", "Cl", "Cl", "Cl", "H", "C", "Cl", "Cl", "Cl", "H"], "xyz": [[-13.220636, 13.585692, 13.877727], [-11.716013, 12.555556, 14.296598], [-14.613210, 13.097252, 14.813263], [-13.698459, 13.336378, 12.235205], [-13.062830, 14.633083, 14.134939], [-8.449421, 17.793832, 15.941928], [-8.665039, 19.472961, 15.214166], [-9.064400, 16.550267, 14.805722], [-9.416010, 17.601689, 17.391077], [-7.401068, 17.762216, 16.238654], [-10.570075, 20.554973, 12.529096], [-10.176996, 21.393957, 10.952177], [-10.455709, 21.669142, 13.985086], [-9.391487, 19.222592, 12.880001], [-11.542505, 20.062897, 12.547244], [-11.014663, 17.048558, 12.917282], [-10.233732, 16.413752, 11.430237], [-11.397431, 15.667280, 13.971818], [-12.461761, 18.082080, 12.563525], [-10.373340, 17.700647, 13.510233]], "forces_ev_per_a": [[-0.2479, -1.3669, 0.7521], [-1.3634, 0.9872, -0.2713], [-0.2515, -0.3639, 1.0156], [0.5874, 0.3254, -0.9386], [-0.1524, -0.9685, -0.4082], [-0.3384, 1.1823, -0.1745], [1.4888, -1.2259, 4.4830], [2.8174, 0.7224, 1.4632], [0.0069, 0.2430, 0.3394], [-0.1939, -0.5285, -0.4993], [1.3330, 0.3681, 0.4162], [-0.5114, -0.7405, 1.5830], [-0.4042, -0.2392, -1.3635], [-0.4971, 2.3835, -4.7938], [0.3117, 0.7852, -0.3716], [-1.1105, -0.7606, -0.2020], [-0.4986, 0.5790, 0.8227], [-0.4008, 0.8983, -1.1634], [0.1369, -1.2842, -0.0052], [-0.7120, -0.9963, -0.6837]], "nbo_charge": [-0.273, -0.043, 0.014, 0.043, 0.236, -0.259, -0.016, 0.017, 0.027, 0.239, -0.221, 0.014, -0.020, 0.018, 0.242, -0.293, 0.026, 0.021, -0.016, 0.247]}



{"formula": "C4H4Cl2", "method": "ωB97M-V/def2-TZVPD", "fmax_ev_per_a": 2.98, "orbital_gap_ev": [9.0, 8.9], "energy_ev": -29253.28979, "homo_energy_ev": [-9.295, -9.194], "elements": ["C", "C", "C", "C", "Cl", "Cl", "H", "H", "H", "H"], "xyz": [[-0.915809, -0.217950, 0.669298], [-1.015654, -0.538037, -0.602413], [1.152240, 0.473184, -0.314484], [0.169366, -0.047496, -1.354490], [-0.324596, 1.275679, -2.464298], [0.961453, -1.311549, -2.367612], [-1.381704, -0.237545, 1.620684], [-1.850674, -1.039734, -1.089301], [1.371499, 1.524249, -0.300825], [1.893952, -0.218231, 0.041263]], "forces_ev_per_a": [[2.4943, 0.7863, -1.4199], [-0.2877, -0.1927, 0.1277], [-2.1142, -0.6897, 0.8406], [0.2857, 0.1583, -0.1575], [-0.0421, 0.0836, -0.0210], [-0.0969, -0.1237, 0.0675], [-0.3868, -0.1086, 0.4706], [0.0580, 0.0210, -0.0194], [0.0054, 0.1996, 0.0299], [0.0842, -0.1342, 0.0815]], "nbo_charge": [-0.057, -0.329, -0.303, -0.099, -0.027, -0.036, 0.203, 0.226, 0.211, 0.210]}